DFT (the ωB97M-V functional and the def2-TZVPD basis) results for 8 unconnected molecules or ions with the total composition C67H69F10IO6S at a distorted geometry.

Properties
HOMO-LUMO gap   9.167 eV
LUMO   0.015 hartree
HOMO energy   -0.3223 Eh
2S+1   1
Electronic energy   -4740.3207 a.u.
Total charge   0
SMILES   CC[C@@H](I)[C@@]1(CCCCCCOC(C)=O)OS(=O)(=O)O[C@@]1(CCC(F)=C(F)F)CCc1ccccc1.Fc1ccccc1.Fc1ccccc1.Fc1ccccc1.Fc1ccccc1.Fc1ccccc1.Fc1ccccc1.Fc1ccccc1

Last column: Löwdin charge in e.
Cartesian coordinates (Å):
C 0.62763 3.25952 0.84953  -0.1697
C -0.81376 3.78071 0.68536  -0.2776
C -1.97455 2.80045 1.05993  -0.4970
I -1.21453 1.25460 2.41654  1.1168
C -3.31838 3.51712 1.58032  -0.3814
C -4.48130 2.79270 0.86566  -0.1092
C -4.83754 1.43526 1.47809  -0.1820
C -6.07125 0.78498 0.80392  -0.1831
C -7.31160 1.69955 0.76850  -0.2023
C -7.89887 2.03445 2.16673  -0.1352
C -8.24412 3.53763 2.20739  -0.1824
O -8.25318 4.03431 3.56188  -0.0337
C -9.43790 4.65430 3.90911  -0.4991
C -9.85401 5.90046 3.13523  0.0143
O -10.07859 4.21956 4.84054  0.1177
O -3.33871 3.19382 2.99403  -0.2779
S -2.62976 4.34381 3.89684  0.5991
O -1.29180 4.08005 4.26450  -0.2422
O -3.53504 4.55074 4.96568  -0.1968
O -2.57964 5.45691 2.74158  -0.1477
C -3.41172 5.05659 1.62040  -0.3473
C -4.83965 5.49203 2.14087  -0.0955
C -4.91101 6.95698 2.64232  -0.0827
C -4.82045 7.12068 4.13583  -0.2200
F -3.59156 7.28376 4.65626  0.0833
C -5.92290 7.13247 4.89640  -0.3005
F -7.01616 7.74354 4.44830  0.1248
F -5.97835 6.59120 6.09250  0.1664
C -3.13314 5.89370 0.35907  -0.0760
C -3.25613 5.13991 -0.98608  -0.1113
C -4.59894 5.27202 -1.70061  -0.2243
C -5.68488 5.98467 -1.24420  -0.0567
C -6.87608 6.04349 -1.93809  -0.0777
C -6.99955 5.40781 -3.15130  -0.0903
C -5.90058 4.72493 -3.63491  -0.1042
C -4.73165 4.63679 -2.92685  -0.0693
H 0.96979 3.30369 1.88673  0.0587
H 1.27065 3.97670 0.31193  0.0780
H 0.80547 2.28933 0.38324  0.0425
H -0.91937 3.99505 -0.38824  0.1024
H -0.85825 4.74273 1.19993  0.0971
H -2.21056 2.22939 0.15950  0.0766
H -5.39948 3.39017 0.90217  0.0898
H -4.27387 2.67080 -0.20395  0.1247
H -4.02627 0.70273 1.40411  0.0769
H -5.09196 1.56691 2.53628  0.1141
H -5.81403 0.52781 -0.23280  0.1133
H -6.34521 -0.11465 1.36986  0.1090
H -8.08012 1.17129 0.18676  0.1111
H -7.12215 2.62665 0.20839  0.0936
H -8.85831 1.51644 2.26600  0.1091
H -7.21006 1.74891 2.96527  0.1173
H -9.21990 3.70550 1.73322  0.1334
H -7.47804 4.10716 1.65910  0.0981
H -10.89548 5.78568 2.82458  0.0912
H -9.26690 6.00241 2.21416  0.0727
H -9.69089 6.77965 3.76170  0.0874
H -5.15166 4.84729 2.97505  0.1277
H -5.55483 5.29205 1.33803  0.0832
H -5.87784 7.35698 2.31371  0.1251
H -4.14526 7.58731 2.17125  0.1248
H -2.09097 6.23125 0.42923  0.1262
H -3.72884 6.80371 0.28671  0.1010
H -2.99569 4.08142 -0.93866  0.0898
H -2.52123 5.59886 -1.66458  0.1266
H -5.64446 6.53658 -0.30985  0.0993
H -7.70334 6.59966 -1.50437  0.1093
H -7.94694 5.47231 -3.67720  0.1071
H -5.99613 4.25307 -4.61169  0.1106
H -3.91751 4.07769 -3.38401  0.1271
F 0.80894 -0.18398 -0.01786  0.0191
C 1.49977 -1.17812 0.57070  -0.2860
C 2.18969 -2.06934 -0.22776  -0.0120
C 2.90937 -3.09478 0.36744  -0.0915
C 2.92210 -3.22277 1.74911  -0.0982
C 2.21974 -2.32141 2.53754  -0.0799
C 1.50527 -1.28580 1.95082  -0.0385
H 2.16086 -1.95781 -1.30394  0.1185
H 3.46012 -3.79513 -0.24707  0.0985
H 3.48098 -4.02657 2.21175  0.1008
H 2.22727 -2.42429 3.61478  0.1057
H 0.96127 -0.57399 2.56606  0.0307
F 1.82827 -5.52152 -2.71339  0.0542
C 2.52172 -6.52551 -2.14143  -0.2892
C 3.20767 -7.41488 -2.94533  -0.0153
C 3.92490 -8.44493 -2.35271  -0.0758
C 3.93846 -8.57733 -0.97041  -0.0990
C 3.23967 -7.67682 -0.17764  -0.0758
C 2.52981 -6.63940 -0.76560  -0.0281
H 3.17799 -7.29892 -4.02094  0.1169
H 4.47333 -9.14509 -2.96868  0.1018
H 4.49510 -9.38408 -0.51193  0.0903
H 3.24704 -7.78184 0.89956  0.1059
H 1.98543 -5.92250 -0.16407  0.1093
F -3.44543 8.31623 -2.04709  0.0579
C -2.98470 8.31291 -3.31638  -0.2777
C -3.65320 7.57732 -4.27566  -0.0104
C -3.17912 7.58038 -5.57937  -0.0732
C -2.04119 8.30759 -5.90436  -0.0954
C -1.37927 9.03726 -4.92594  -0.0826
C -1.85533 9.04596 -3.62223  -0.0172
H -4.53325 7.01162 -4.00233  0.0966
H -3.69771 7.01424 -6.34216  0.1063
H -1.67073 8.30520 -6.92136  0.1012
H -0.49059 9.60084 -5.17761  0.1052
H -1.35803 9.61537 -2.84762  0.1176
F 6.58103 -10.52128 -1.80599  0.0524
C 7.30334 -10.52681 -0.66747  -0.2852
C 7.46011 -9.34952 0.03662  -0.0187
C 8.19972 -9.35730 1.20974  -0.1013
C 8.77972 -10.53778 1.65704  -0.1018
C 8.61523 -11.71223 0.93389  -0.0813
C 7.86756 -11.71072 -0.23484  -0.0163
H 7.00767 -8.43779 -0.33232  0.1174
H 8.32460 -8.44333 1.77394  0.1047
H 9.36081 -10.54152 2.57072  0.1033
H 9.07020 -12.63099 1.28011  0.1045
H 7.72107 -12.61683 -0.80816  0.1171
F 9.27322 -6.49615 0.33770  0.0483
C 10.43105 -6.73872 -0.31274  -0.2788
C 10.89922 -5.80822 -1.21890  -0.0083
C 12.09208 -6.05371 -1.88416  -0.0737
C 12.79288 -7.22900 -1.64114  -0.0915
C 12.30467 -8.15609 -0.72980  -0.0800
C 11.11753 -7.90944 -0.05542  -0.0162
H 10.33406 -4.90266 -1.39921  0.1189
H 12.47247 -5.33099 -2.58917  0.0755
H 13.72135 -7.42120 -2.16394  0.0998
H 12.84831 -9.07323 -0.54354  0.1043
H 10.72663 -8.61592 0.66338  0.0971
F -9.06174 -1.26425 2.49350  0.0509
C -8.41832 -2.34143 2.98479  -0.2918
C -7.84060 -3.23771 2.10754  -0.0235
C -7.17360 -4.34330 2.61566  -0.0839
C -7.10204 -4.54230 3.98796  -0.0971
C -7.69302 -3.63244 4.85453  -0.0813
C -8.35234 -2.51991 4.35212  -0.0157
H -7.91428 -3.06840 1.04096  0.1162
H -6.70988 -5.05003 1.94020  0.1045
H -6.58463 -5.40752 4.38170  0.1007
H -7.64069 -3.78895 5.92382  0.1055
H -8.81182 -1.79482 5.01119  0.1194
F 12.45144 -3.62280 -3.60639  0.0361
C 13.50180 -3.20248 -4.34370  -0.2801
C 13.27900 -2.71635 -5.61601  -0.0160
C 14.35983 -2.28130 -6.36908  -0.0817
C 15.64445 -2.34737 -5.84557  -0.0960
C 15.84916 -2.84385 -4.56545  -0.0818
C 14.77051 -3.27069 -3.80418  -0.0175
H 12.27108 -2.68057 -6.00834  0.1182
H 14.19965 -1.89096 -7.36533  0.1053
H 16.48625 -2.01107 -6.43679  0.1013
H 16.85011 -2.89916 -4.15844  0.1055
H 14.90829 -3.65298 -2.80081  0.1179